[1]
Below is a 2-piece molecular cluster, CH2O3 overall at a distorted geometry, with properties calculated with ωB97M-V/def2-TZVPD.

Geometry as XYZ:
```
6
Properties=species:S:1:pos:R:3:forces:R:3
C -0.3130 0.7393 -0.0910 0.8 3.8 -2.0
O 0.9565 1.7713 -1.6319 -0.9 -0.5 1.0
O -0.2200 -1.4028 0.7013 -1.3 -2.8 1.7
O 0.4156 -0.1519 0.0129 2.1 -1.0 -0.5
H -1.2576 1.1975 0.1499 -0.5 -0.9 0.3
H 0.4185 -2.1534 0.8588 -0.2 1.4 -0.5
```
Positions in Å, forces in eV/Å.

Results
ΔE to the lowest compared entry with this formula, charge and spin: 264.9 kcal/mol
2S+1: 1
DFT total energy: -264.634101 a.u.
gap between HOMO and LUMO (spin up / spin down): 7.686 / 7.769 eV


[2]
Below is a 3-piece molecular cluster, CH2O3 overall at a distorted geometry, with properties calculated with ωB97M-V/def2-TZVPD.

Geometry as XYZ:
```
6
Properties=species:S:1:pos:R:3:forces:R:3
C 1.1428 -0.5327 -0.7947 -2.3 -0.4 2.2
O 0.0709 -0.3086 -0.3935 0.3 0.5 -0.8
O -2.4158 0.7757 -1.6983 -1.5 -3.1 1.7
O 2.2019 -0.9156 -0.9555 2.2 -0.2 -1.3
H -1.4370 1.2157 -0.2201 -1.9 -1.0 -2.2
H -3.0665 -0.1938 -1.6503 3.1 4.3 0.5
```
Positions in Å, forces in eV/Å.

Results
ΔE to the lowest compared entry with this formula, charge and spin: 124.8 kcal/mol
2S+1: 1
DFT total energy: -264.857283 a.u.
gap between HOMO and LUMO (spin up / spin down): 10.351 / 9.387 eV


[3]
Below is one molecule with the formula CH2O3 at a distorted geometry, with properties calculated with ωB97M-V/def2-TZVPD.

Geometry as XYZ:
```
6
Properties=species:S:1:pos:R:3:forces:R:3
O 0.8733 -1.0320 -0.0318 -3.5 2.2 -0.3
C 0.0414 -0.0576 -0.0687 2.1 -7.3 0.7
O -1.2721 -0.0302 -0.0418 -1.9 -4.6 0.4
O 0.4265 1.0980 -0.0256 6.2 6.6 0.2
H -1.5630 -1.0265 0.1186 0.7 3.0 -0.7
H 1.4938 1.0482 0.0493 -3.6 0.2 -0.4
```
Positions in Å, forces in eV/Å.

Results
ΔE to the lowest compared entry with this formula, charge and spin: 23.6 kcal/mol
2S+1: 1
SMILES string: O=C(O)O
DFT total energy: -265.018554 a.u.
gap between HOMO and LUMO: 11.069 eV


[4]
Below is a 4-piece molecular cluster, CH2O3S overall at a distorted geometry, with properties calculated with ωB97M-V/def2-TZVPD.

Geometry as XYZ:
```
7
Properties=species:S:1:pos:R:3:forces:R:3
C -0.4119 -1.0391 -1.2668 5.2 -1.8 -4.6
O 1.5964 -0.3399 1.8908 -0.1 0.7 -0.6
O 1.4375 1.5442 0.2072 0.3 -1.1 0.8
O 0.4607 -1.3346 -2.0306 -5.2 1.8 4.5
S 2.0863 0.3633 0.7344 -0.1 0.4 -0.1
H -2.2042 0.2554 0.0099 -3.3 1.3 2.0
H -2.9648 0.5507 0.4551 3.2 -1.2 -1.9
```
Positions in Å, forces in eV/Å.

Results
ΔE to the lowest compared entry with this formula, charge and spin: 27.0 kcal/mol
2S+1: 1
DFT total energy: -663.129822 a.u.
gap between HOMO and LUMO: 10.714 eV


[5]
Below is a 2-piece molecular cluster, CH2O3S overall at a distorted geometry, with properties calculated with ωB97M-V/def2-TZVPD.

Geometry as XYZ:
```
7
Properties=species:S:1:pos:R:3:forces:R:3
C -0.5835 0.5367 0.0505 1.8 4.6 4.3
O -0.1206 -1.8114 -0.8228 0.8 -0.4 0.6
O 1.6679 -0.9649 0.7074 0.1 0.8 0.0
O 0.2297 0.6335 -1.0888 1.3 -1.3 0.9
S 0.4982 -0.7632 -0.0625 -2.7 0.0 -2.7
H -0.0563 1.5567 1.2008 -1.4 -2.7 -2.9
H -1.6355 0.8124 0.0153 0.0 -1.0 -0.1
```
Positions in Å, forces in eV/Å.

Results
ΔE to the lowest compared entry with this formula, charge and spin: 90.7 kcal/mol
2S+1: 1
DFT total energy: -663.028268 a.u.
gap between HOMO and LUMO: 10.785 eV


[6]
Below is one molecule with the formula CH2O3S at a distorted geometry, with properties calculated with ωB97M-V/def2-TZVPD.

Geometry as XYZ:
```
7
Properties=species:S:1:pos:R:3:forces:R:3
C 0.5445 0.2841 0.1627 -0.8 0.1 -0.2
O 0.1166 -1.0490 0.4563 1.7 -2.2 0.3
O 0.3829 -1.9868 -0.4261 0.2 0.4 -0.1
O -1.9118 1.1417 -0.6895 -0.6 0.7 -1.5
S -1.2539 0.5314 0.4454 -0.2 1.2 1.4
H 1.2332 0.6642 0.9144 -0.1 -0.1 0.0
H 0.8884 0.4144 -0.8632 -0.2 -0.1 0.0
```
Positions in Å, forces in eV/Å.

Results
ΔE to the lowest compared entry with this formula, charge and spin: 123.2 kcal/mol
2S+1: 1
DFT total energy: -662.976511 a.u.
gap between HOMO and LUMO (spin up / spin down): 9.516 / 7.590 eV